# 1
DFT (the ωB97M-V functional and the def2-TZVPD basis) results for a 3-piece molecular cluster, C3H11N3O overall in a non-equilibrium geometry.

As for the HOMO energy: -8.4426 eV. The HOMO-LUMO gap comes out at 9.44 eV. As for the SMILES: CC#N.CN.NO. The net charge is 0.

Structure (XYZ):
```
18
Properties=species:S:1:pos:R:3:forces:R:3:mulliken_charge:R:1
C -0.213 -2.316 -1.642 0.70 -0.37 0.26 -0.781
C -0.891 -1.056 -1.534 -0.87 0.53 -0.26 0.520
N -1.522 -0.096 -1.521 0.19 -0.12 -0.04 -0.582
H 0.722 -2.231 -1.088 0.01 -0.05 -0.06 0.207
H -0.003 -2.539 -2.687 -0.07 -0.07 0.00 0.335
H -0.810 -3.100 -1.184 -0.07 -0.03 -0.09 0.247
C 0.242 2.816 0.220 0.01 0.13 0.01 -0.851
N -0.425 1.588 0.634 -0.52 -0.20 -0.40 -0.552
H 0.929 3.132 1.006 0.03 0.06 -0.08 0.318
H -0.449 3.639 0.003 0.08 -0.05 0.00 0.321
H 0.820 2.606 -0.679 0.06 0.08 0.01 0.281
H -1.008 1.217 -0.136 0.24 0.37 0.67 0.300
H -1.021 1.756 1.438 0.02 -0.08 -0.13 0.232
N 0.442 -1.531 1.622 -0.43 0.20 -0.09 -0.508
O 1.073 -0.638 0.693 0.05 0.75 0.04 -0.440
H 1.019 -2.371 1.598 0.02 0.29 0.02 0.225
H 0.562 -1.126 2.551 0.19 -0.13 -0.11 0.220
H 0.532 0.251 0.704 0.36 -1.29 0.24 0.509
```
Forces are in eV/Å.


# 2
DFT (the ωB97M-V functional and the def2-TZVPD basis) results for a 2-piece molecular cluster, C4H8N2S overall in a non-equilibrium geometry.

As for the HOMO energy: -8.7177 eV. The HOMO-LUMO gap comes out at 8.90 eV. As for the SMILES: C#[N+][S-].CC(C)=N. The net charge is 0.

Structure (XYZ):
```
15
Properties=species:S:1:pos:R:3:forces:R:3:mulliken_charge:R:1
C 1.572 0.132 -2.493 0.78 0.11 -0.63 -0.161
N 2.461 0.350 -1.770 -2.29 -0.49 -1.84 0.028
S 3.552 0.659 -0.754 2.25 0.52 2.22 -0.195
H 1.355 0.173 -3.543 -0.58 -0.19 0.16 0.343
C -0.012 1.083 0.897 1.62 1.18 2.26 -1.125
C -0.445 0.143 -0.134 -1.25 0.88 0.50 0.975
C -0.311 -1.294 0.174 -0.37 -0.65 1.53 -1.138
N -1.033 0.579 -1.155 0.11 0.37 -1.95 -0.788
H 1.086 1.298 0.875 -0.67 -0.44 0.04 0.201
H -0.222 0.557 1.852 0.27 0.79 -0.16 0.298
H -0.482 2.104 0.915 0.05 -1.18 -0.32 0.373
H -1.050 -1.870 -0.447 1.72 0.08 0.12 0.349
H -0.561 -1.552 1.252 -0.11 0.67 -1.09 0.353
H 0.805 -1.408 0.246 -0.85 -0.95 -1.03 0.242
H -0.856 1.601 -1.226 -0.69 -0.70 0.19 0.245
```
Forces are in eV/Å.


# 3
DFT (the ωB97M-V functional and the def2-TZVPD basis) results for a 2-piece molecular cluster, C6H18N4 overall in a non-equilibrium geometry.

As for the HOMO energy: -17.9232 eV. The HOMO-LUMO gap comes out at 8.45 eV. The net charge is +2.

Structure (XYZ):
```
28
Properties=species:S:1:pos:R:3:forces:R:3:mulliken_charge:R:1
C 0.135 1.761 -0.064 0.53 2.63 -0.93 -0.480
C 1.443 2.600 -0.426 -3.44 2.40 0.99 -1.027
C 0.288 0.029 3.160 2.62 -1.53 5.80 -0.847
C 1.979 -0.593 -0.804 0.39 1.60 0.69 -0.110
C -1.228 0.681 -1.854 -3.97 -0.34 1.08 -0.878
C -1.596 -3.051 -0.111 0.72 -0.54 3.35 -1.015
N 0.149 1.401 1.358 1.16 1.24 2.52 0.384
N 0.352 0.285 1.840 -0.59 0.16 -4.24 -0.254
N 0.826 -0.207 -1.284 3.18 -1.41 0.62 0.089
N -0.098 0.683 -0.947 -0.44 0.84 0.42 0.248
H -0.687 2.574 -0.190 1.00 -1.89 0.40 0.390
H 1.110 3.172 -1.352 1.08 -0.75 1.08 0.348
H 2.259 1.992 -0.500 2.17 -1.37 -0.74 0.337
H 1.670 3.336 0.411 -0.40 -0.68 -1.12 0.425
H 1.030 0.610 3.873 -1.26 -0.31 -1.61 0.359
H -0.691 0.263 3.542 -0.67 0.16 0.17 0.424
H 0.563 -1.056 3.499 -0.78 1.77 -1.40 0.315
H 2.684 -1.364 -1.142 -1.32 -0.13 -1.00 0.336
H -0.927 -2.423 0.432 0.83 1.29 -0.06 0.031
H 2.544 -0.035 -0.041 -1.21 -0.07 0.14 0.249
H -1.043 0.440 -2.895 0.68 0.33 -0.14 0.419
H -1.969 -0.131 -1.496 1.03 1.21 -0.55 0.325
H -1.826 1.657 -1.780 1.20 -1.35 -0.23 0.290
H -1.767 -2.790 -1.076 0.16 0.26 -3.07 0.276
H -1.165 -4.003 0.178 -0.53 -0.59 -0.85 0.361
H -2.508 -2.870 0.396 -1.14 -0.36 0.61 0.369
H 0.242 2.271 2.001 -0.72 -1.28 -0.83 0.452
H 0.528 -0.631 -2.125 -0.28 -1.28 -1.09 0.185
```
Forces are in eV/Å.


# 4
DFT (the ωB97M-V functional and the def2-TZVPD basis) results for C40H35NOP2PtSTe as an isolated structure in a non-equilibrium geometry.

As for the HOMO energy (spin up / spin down): -5.8063 / -7.0496 eV. The spin multiplicity is 3. The HOMO-LUMO gap (spin up / spin down) comes out at 6.02 / 5.72 eV. The expectation value of S² is 2.012. The net charge is 0.

Structure (XYZ):
```
82
Properties=species:S:1:pos:R:3:forces:R:3:mulliken_charge:R:1
Pt 0.301 1.679 -0.421 -0.09 1.45 -0.25 1.433
Te 0.221 -2.861 -2.751 0.08 -0.15 -0.15 0.287
C 0.095 -4.427 -1.338 0.07 -0.03 0.17 -0.059
C -0.964 -5.322 -1.323 -0.04 0.00 0.00 -0.206
C -0.972 -6.331 -0.366 -0.12 0.02 -0.12 -0.426
N -0.029 -6.489 0.552 0.05 -0.06 0.11 -0.613
C 0.987 -5.630 0.529 0.06 0.07 -0.01 -0.420
C 1.101 -4.599 -0.393 -0.03 -0.04 -0.08 -0.111
C 0.034 -1.270 -1.410 0.45 0.08 0.01 -0.709
P 1.370 -0.128 -0.982 -0.22 -0.85 0.22 0.025
C 2.695 -0.402 -2.182 0.11 0.12 -0.07 0.506
C 3.855 -1.092 -1.846 -0.04 0.00 0.00 -0.347
C 4.838 -1.307 -2.801 0.03 -0.01 0.00 -0.737
C 4.672 -0.834 -4.094 0.03 -0.02 0.02 -0.494
C 3.521 -0.134 -4.432 -0.03 0.00 -0.02 -0.741
C 2.543 0.088 -3.478 -0.05 0.00 0.00 -0.202
C 2.105 -0.504 0.647 0.22 -0.32 -0.22 -0.344
C 1.833 -1.548 1.435 -0.07 0.26 -0.12 -0.093
C 2.181 -1.509 2.857 0.08 0.05 0.08 -1.094
C 2.601 -0.386 3.448 -0.09 -0.20 0.15 -0.522
C 2.781 0.907 2.716 0.06 0.03 -0.01 -0.938
C 2.724 0.761 1.172 0.06 0.04 -0.05 0.706
P -1.440 -0.352 -1.397 -0.37 -0.02 -0.52 0.448
C -2.837 -1.508 -1.607 0.05 -0.14 0.12 0.522
C -3.001 -2.610 -0.767 0.00 0.03 0.01 -0.417
C -4.080 -3.460 -0.932 -0.03 -0.01 -0.01 -0.793
C -5.011 -3.213 -1.935 -0.01 -0.04 0.03 -0.517
C -4.860 -2.116 -2.766 -0.01 0.01 -0.02 -0.621
C -3.774 -1.265 -2.602 -0.07 -0.03 -0.06 -0.351
C -1.746 0.391 0.223 -0.39 -0.23 0.38 -0.251
C -2.541 1.541 0.276 0.12 0.12 0.11 0.098
C -2.999 2.012 1.505 0.01 0.08 -0.19 -0.765
C -2.691 1.339 2.668 0.01 -0.06 0.15 -0.540
C -1.906 0.187 2.624 0.03 0.03 0.01 -1.013
C -1.441 -0.289 1.419 -0.01 0.13 -0.15 0.245
H -1.786 -5.239 -2.022 0.01 0.03 -0.03 0.447
H -1.792 -7.042 -0.343 0.01 -0.01 0.02 0.377
H 1.758 -5.770 1.279 -0.02 -0.02 0.01 0.368
H 1.970 -3.954 -0.376 0.00 0.01 -0.02 0.562
H 3.987 -1.467 -0.838 -0.02 0.00 0.01 0.398
H 5.736 -1.848 -2.530 0.01 0.00 -0.02 0.407
H 5.440 -1.006 -4.837 0.01 0.00 -0.01 0.383
H 3.388 0.243 -5.438 0.01 -0.01 -0.01 0.422
H 1.647 0.642 -3.739 0.00 0.00 0.03 0.317
H 1.267 -2.391 1.058 -0.01 -0.02 0.00 0.435
H 2.064 -2.413 3.442 0.00 -0.02 -0.01 0.450
H 2.836 -0.417 4.507 -0.04 0.06 0.01 0.543
H 3.676 1.421 3.078 0.02 -0.02 -0.02 0.410
H 3.613 1.052 0.601 0.01 0.02 0.05 0.381
H -2.276 -2.803 0.015 0.00 -0.01 0.01 0.445
H -4.198 -4.315 -0.278 0.00 -0.01 0.00 0.442
H -5.855 -3.879 -2.062 -0.01 0.00 -0.01 0.399
H -5.585 -1.921 -3.545 0.00 0.00 0.00 0.404
H -3.657 -0.413 -3.262 0.04 0.02 0.02 0.378
H -2.787 2.076 -0.634 -0.02 -0.05 -0.02 0.359
H -3.589 2.919 1.538 -0.01 0.00 0.02 0.410
H -3.035 1.718 3.621 0.00 0.00 0.01 0.398
H -1.646 -0.324 3.542 0.00 -0.01 0.01 0.375
H -0.808 -1.165 1.379 -0.04 -0.06 0.01 0.271
C 1.553 1.737 1.184 0.21 0.11 0.33 -1.133
C 1.571 1.834 2.534 -0.11 -0.04 -0.21 0.153
C 0.652 2.503 3.445 -0.06 0.11 0.01 0.677
C -0.111 3.579 2.973 0.02 -0.09 0.05 -0.325
C -1.034 4.201 3.793 0.00 0.02 -0.01 -0.599
C -1.213 3.772 5.104 -0.03 0.05 0.00 -0.517
C -0.452 2.717 5.585 -0.01 -0.02 0.05 -0.745
C 0.473 2.089 4.763 0.04 -0.01 0.03 -0.138
H 0.021 3.911 1.949 0.03 -0.01 -0.01 0.430
H -1.616 5.027 3.404 -0.02 0.01 0.03 0.422
H -1.932 4.262 5.748 -0.01 0.01 -0.01 0.386
H -0.581 2.380 6.606 0.00 -0.01 0.00 0.402
H 1.051 1.255 5.144 0.01 0.00 -0.01 0.375
C 0.294 6.078 -2.515 -0.04 0.05 -0.03 -1.121
S 0.553 4.369 -2.032 -0.16 -0.07 0.15 0.559
C 0.079 3.611 -3.588 0.08 0.00 -0.04 -0.676
O -0.576 4.063 -1.075 0.22 -0.28 0.01 -0.646
H -0.737 6.217 -2.836 -0.02 -0.04 0.01 0.310
H 0.987 6.343 -3.313 0.02 -0.04 -0.02 0.407
H 0.498 6.693 -1.642 0.00 -0.02 0.04 0.364
H 0.867 3.782 -4.321 0.00 0.02 -0.02 0.420
H -0.872 4.014 -3.932 -0.02 0.02 0.05 0.374
H -0.011 2.543 -3.387 0.01 0.01 0.04 -0.107
```
Forces are in eV/Å.


# 5
DFT (the ωB97M-V functional and the def2-TZVPD basis) results for a 2-piece molecular cluster, C4H5O4P overall in a non-equilibrium geometry.

As for the HOMO energy: 1.1373 eV. The HOMO-LUMO gap comes out at 5.14 eV. The net charge is -2.

Structure (XYZ):
```
14
Properties=species:S:1:pos:R:3:forces:R:3:mulliken_charge:R:1
C 0.512 1.942 -0.559 1.14 1.05 -1.42 -0.979
C 0.824 0.939 0.415 -1.26 -0.51 -1.23 0.562
C 0.278 -0.256 0.059 -2.02 -1.70 -0.73 0.078
C 1.995 1.048 1.246 3.16 -4.10 0.04 -0.969
O -2.225 -3.427 0.129 0.83 -0.55 0.59 -0.688
O -2.610 -2.277 -2.153 0.89 -0.16 0.06 -0.704
O -0.656 -0.982 -0.299 2.38 1.79 1.07 -0.683
O -3.711 -1.355 -0.114 0.27 0.45 0.79 -0.698
P -2.670 -2.267 -0.660 -2.23 0.09 -1.45 1.093
H 1.396 2.267 -1.266 -1.12 -0.55 1.22 -0.049
H -0.283 1.586 -1.199 -0.52 0.44 -0.23 0.278
H 2.899 1.352 0.640 -0.77 0.11 0.67 0.147
H 2.267 -0.071 1.574 -0.31 1.99 -0.67 0.263
H 1.983 1.500 2.187 -0.44 1.64 1.29 0.350
```
Forces are in eV/Å.